21
Properties=species:S:1:pos:R:3:forces:R:3:nbo_charge:R:1 method="wB97M-V/def2-TZVPD" e_homo_ev="-6.429 / -6.429" lumo_ev="0.386 / 0.386" orbital_gap_ev="6.82 / 6.81"
C -0.833 -1.900 0.389 -0.247 -0.124 0.403 -0.67
C 1.404 0.187 -1.052 1.479 0.957 -0.703 0.82
C -0.861 -0.547 -0.254 0.286 0.525 0.433 -0.14
N 2.347 -0.689 -0.551 -0.757 -0.021 -0.054 -0.84
C -1.782 -0.252 -1.171 0.210 0.254 0.277 -0.45
O 1.229 0.406 -2.226 -0.090 -0.186 0.882 -0.57
H 2.172 -1.105 0.352 -0.008 0.086 0.057 0.40
H 2.653 -1.348 -1.254 -0.092 -0.085 0.058 0.41
H 0.172 -2.323 0.498 0.050 0.058 -0.221 0.18
H -1.445 -2.624 -0.161 0.084 0.046 0.080 0.21
H -1.215 -1.854 1.415 -0.096 0.030 0.007 0.21
H -2.627 -0.903 -1.395 0.284 -0.240 -0.174 0.18
H -1.805 0.698 -1.698 -0.003 0.118 0.204 0.19
N 1.092 1.296 -0.060 -1.323 -0.521 0.696 -0.66
C -0.082 0.803 0.982 -0.046 -0.336 -1.512 -0.02
C -0.842 1.836 1.452 0.387 0.443 -0.245 -0.71
H 0.713 2.045 -0.642 -0.482 -0.189 0.126 0.43
H 1.857 1.757 0.450 0.197 -0.602 -0.094 0.42
H 0.277 0.108 1.732 0.434 -0.192 -0.265 0.19
H -1.315 1.771 2.421 0.053 0.001 -0.078 0.22
H -1.109 2.638 0.774 -0.321 -0.020 0.122 0.18



15
Properties=species:S:1:pos:R:3:forces:R:3:nbo_charge:R:1 method="wB97M-V/def2-TZVPD" e_homo_ev="-19.362 / -19.370" total_charge=+2 lumo_ev="-12.509 / -12.502" orbital_gap_ev="6.85 / 6.87"
C -0.454 0.381 -0.048 -3.928 -1.097 0.262 0.75
C 0.686 -0.218 -0.036 -0.493 -1.717 -0.343 -0.67
C 1.933 0.342 -0.017 1.945 -0.385 0.059 0.34
C -3.307 0.307 0.147 -2.352 0.085 -0.136 0.21
C 3.137 -0.412 0.085 -0.045 0.406 1.365 -0.72
N -2.294 -0.417 -0.005 4.665 0.063 -0.540 -0.07
N -4.507 -0.216 -0.045 -0.351 -0.166 0.085 -0.65
H 0.654 -1.291 -0.170 -0.681 -0.725 0.061 0.38
H 1.853 1.370 0.000 0.935 2.468 0.033 0.24
H -3.334 1.313 0.455 0.583 1.391 0.510 0.29
H 3.193 -0.495 1.227 0.000 0.461 -0.309 0.38
H 4.114 -0.108 -0.218 0.385 1.281 -0.227 0.33
H 3.085 -1.431 -0.115 -0.738 -2.005 -0.731 0.29
H -5.282 0.205 0.448 -0.150 0.179 -0.099 0.45
H -4.675 -1.141 -0.411 0.224 -0.238 0.011 0.45



14
Properties=species:S:1:pos:R:3:forces:R:3:nbo_charge:R:1 method="wB97M-V/def2-TZVPD" e_homo_ev=-14.357 total_charge=+1 lumo_ev=-3.536 orbital_gap_ev=10.82
C 0.623 -0.413 1.517 -0.006 0.054 0.302 -0.69
C 0.414 -0.127 0.076 0.054 -0.288 -0.088 0.56
N -0.339 -0.946 -0.636 -0.344 -0.150 -0.523 -0.66
N 0.979 0.922 -0.472 0.110 0.171 -0.237 -0.72
S -0.774 -0.690 -2.306 -0.084 0.090 0.507 0.23
H 0.112 0.341 2.117 -0.055 0.036 -0.023 0.28
H 1.683 -0.363 1.762 0.021 -0.019 -0.063 0.27
H 0.243 -1.391 1.797 -0.007 -0.017 -0.045 0.25
H -1.715 1.787 -0.020 -0.993 0.173 0.676 -0.05
H -0.831 -1.696 -0.163 0.143 0.228 0.100 0.44
H -0.498 -1.941 -2.698 0.228 -0.004 -0.002 0.16
H 1.583 1.530 0.061 -0.088 -0.126 0.005 0.44
H 0.867 1.113 -1.460 0.048 0.014 0.060 0.44
H -2.349 1.875 0.423 0.972 -0.165 -0.671 0.05



64
Properties=species:S:1:pos:R:3:forces:R:3:nbo_charge:R:1 method="wB97M-V/def2-TZVPD" e_homo_ev=-9.905 lumo_ev=0.072 smiles=BrCCBr.BrCCBr.BrCCBr.BrCCBr.BrCCBr.BrCCBr.BrCCBr.BrCCBr orbital_gap_ev=9.98
Br 0.817 4.860 -2.027 -0.068 0.067 -0.041 0.00
C 1.493 3.985 -0.432 0.685 0.010 -0.305 -0.46
C 0.550 4.215 0.693 -0.547 -0.343 0.579 -0.44
Br 1.236 3.387 2.325 0.135 0.023 -0.025 -0.03
H 2.491 4.375 -0.236 -0.126 0.193 -0.001 0.23
H 1.610 2.939 -0.691 -0.226 -0.143 0.093 0.24
H -0.399 3.712 0.538 0.114 0.072 -0.164 0.22
H 0.344 5.250 0.929 0.221 0.173 -0.099 0.23
Br 2.477 0.438 4.172 -0.185 -0.031 0.202 -0.02
C 3.994 0.448 2.964 -0.037 -0.175 0.259 -0.45
C 4.553 -0.938 2.877 0.224 -0.422 -0.087 -0.44
Br 5.871 -0.958 1.443 0.143 -0.078 -0.017 -0.02
H 4.734 1.106 3.400 -0.027 0.295 -0.133 0.23
H 3.623 0.797 2.013 0.012 0.194 -0.124 0.24
H 3.829 -1.710 2.637 -0.142 0.196 -0.084 0.23
H 5.072 -1.228 3.784 0.033 0.014 0.063 0.23
Br 1.624 -3.531 2.485 -0.335 0.432 -0.157 -0.01
C 2.877 -4.857 3.075 0.198 -0.368 -0.319 -0.46
C 2.715 -5.161 4.539 0.479 -0.157 0.265 -0.45
Br 3.915 -4.086 5.642 -0.222 0.073 -0.079 -0.01
H 3.865 -4.496 2.815 0.113 0.077 0.137 0.24
H 2.694 -5.737 2.461 -0.156 -0.040 0.108 0.23
H 3.008 -6.186 4.747 -0.028 -0.055 -0.025 0.23
H 1.706 -4.995 4.891 -0.075 0.048 0.056 0.24
Br -2.845 4.878 0.095 -0.164 0.024 0.021 0.00
C -3.000 3.802 1.709 -0.550 0.178 0.396 -0.46
C -4.474 3.685 2.091 0.407 0.062 -0.216 -0.44
Br -4.628 2.988 3.895 0.021 -0.151 0.008 -0.01
H -2.451 4.324 2.487 0.075 0.012 -0.034 0.23
H -2.544 2.835 1.527 0.005 -0.035 -0.042 0.23
H -5.018 3.023 1.426 0.013 -0.060 0.028 0.22
H -4.959 4.651 2.108 0.007 0.136 -0.022 0.23
Br -1.948 -2.455 -1.631 0.149 -0.055 0.087 -0.04
C -3.804 -3.048 -1.725 0.178 0.153 0.497 -0.43
C -4.018 -3.674 -3.041 0.176 -0.646 -1.038 -0.45
Br -5.862 -4.277 -3.167 -0.031 0.108 -0.059 0.00
H -4.422 -2.171 -1.598 -0.051 0.109 0.200 0.24
H -3.931 -3.779 -0.937 -0.084 0.150 0.249 0.23
H -3.411 -4.565 -3.172 0.012 -0.033 0.078 0.23
H -3.797 -3.006 -3.868 -0.272 0.122 0.009 0.24
Br -4.087 0.090 -3.665 -0.164 -0.097 -0.010 -0.03
C -2.586 0.967 -2.804 -0.042 0.457 -0.246 -0.46
C -2.985 2.294 -2.194 0.028 -0.325 -0.114 -0.46
Br -2.911 3.719 -3.500 -0.200 0.061 -0.025 0.00
H -1.870 1.108 -3.605 0.256 -0.035 0.100 0.23
H -2.203 0.302 -2.044 -0.044 -0.206 0.024 0.24
H -2.297 2.585 -1.407 0.117 -0.003 -0.078 0.23
H -3.986 2.237 -1.777 -0.053 0.202 -0.041 0.23
Br 1.105 1.752 -4.580 -0.086 0.184 -0.082 0.01
C 1.048 -0.095 -4.022 -0.213 -0.070 0.158 -0.46
C 2.443 -0.649 -4.015 0.202 0.109 -0.206 -0.45
Br 2.407 -2.406 -3.218 0.059 -0.411 0.060 -0.01
H 0.383 -0.637 -4.687 0.049 0.004 -0.125 0.23
H 0.607 -0.104 -3.028 0.078 0.108 0.003 0.22
H 3.120 -0.032 -3.436 -0.025 -0.042 0.161 0.24
H 2.855 -0.777 -5.009 -0.101 0.044 -0.111 0.23
Br -0.829 0.983 0.231 0.063 -0.168 0.056 -0.04
C 0.206 -0.569 0.825 -1.330 -0.206 -0.482 -0.45
C 1.102 -1.048 -0.263 1.143 0.288 0.289 -0.45
Br 2.569 0.203 -0.539 0.216 0.041 -0.005 -0.03
H -0.534 -1.364 0.956 -0.065 0.210 0.302 0.24
H 0.622 -0.255 1.773 0.510 -0.199 -0.011 0.26
H 0.678 -1.146 -1.251 -0.529 -0.081 0.133 0.23
H 1.558 -1.995 0.018 0.053 0.008 -0.021 0.25